Here is a 4-piece molecular cluster, C32H60Br2IN3O3 overall from OMol25. Energies are from ωB97M-V with the def2-TZVPD basis set.

Cartesian coordinates (Å):
C: -0.625 -3.344 3.674
O: -1.876 -2.760 3.989
C: -2.866 -2.757 2.976
C: -3.459 -1.368 2.845
C: -2.533 -0.299 2.228
C: -1.547 -0.853 1.198
C: -0.844 0.234 0.453
C: -0.993 0.483 -0.857
C: -1.883 -0.301 -1.735
Br: -3.510 0.569 -2.139
C: -1.622 -1.507 -2.227
C: -2.474 -2.342 -3.124
Br: -0.009 -2.361 -1.725
C: -0.222 1.575 -1.515
O: -0.082 1.624 -2.715
C: 0.390 2.590 -0.614
I: 1.058 4.356 -1.469
C: 0.564 2.345 0.683
C: 0.136 1.045 1.240
O: 0.585 0.632 2.283
H: 0.117 -2.569 3.464
H: -0.699 -4.024 2.823
H: -0.289 -3.919 4.537
H: -2.473 -3.122 2.023
H: -3.668 -3.444 3.270
H: -4.391 -1.408 2.277
H: -3.727 -1.052 3.856
H: -1.999 0.236 3.013
H: -3.156 0.439 1.714
H: -0.785 -1.471 1.678
H: -2.072 -1.488 0.482
H: -2.937 -3.156 -2.562
H: -1.858 -2.785 -3.905
H: -3.252 -1.744 -3.593
H: 1.066 3.032 1.352
C: 6.068 -1.940 -3.455
C: 5.365 -1.195 -2.330
N: 4.860 0.102 -2.738
C: 4.467 0.948 -1.627
C: 3.298 0.488 -0.747
C: 3.967 0.100 -3.887
C: 2.697 -0.757 -3.812
H: 6.844 -1.318 -3.902
H: 6.535 -2.844 -3.064
H: 5.376 -2.244 -4.242
H: 6.084 -1.021 -1.525
H: 4.582 -1.847 -1.910
H: 4.241 1.942 -2.026
H: 5.347 1.077 -0.988
H: 2.344 0.586 -1.264
H: 3.249 1.109 0.151
H: 3.409 -0.547 -0.420
H: 4.545 -0.219 -4.758
H: 3.690 1.137 -4.089
H: 2.904 -1.759 -3.433
H: 2.272 -0.868 -4.812
H: 1.927 -0.307 -3.187
C: -8.692 -7.082 1.114
C: -7.582 -6.084 0.818
N: -6.389 -6.308 1.614
C: -5.451 -5.203 1.578
C: -4.781 -4.861 0.240
C: -5.815 -7.639 1.524
C: -5.415 -8.158 0.136
H: -8.909 -7.110 2.182
H: -9.600 -6.790 0.586
H: -8.435 -8.090 0.788
H: -7.944 -5.080 1.059
H: -7.382 -6.088 -0.265
H: -4.675 -5.394 2.324
H: -5.986 -4.314 1.928
H: -4.022 -5.592 -0.038
H: -4.285 -3.890 0.318
H: -5.505 -4.791 -0.573
H: -6.528 -8.343 1.959
H: -4.945 -7.666 2.185
H: -6.198 -7.983 -0.603
H: -5.247 -9.236 0.183
H: -4.497 -7.702 -0.229
C: 5.166 6.533 -0.906
C: 5.431 7.663 0.078
N: 4.419 8.700 0.040
C: 4.811 9.919 0.726
C: 5.037 9.858 2.242
C: 3.055 8.253 0.259
C: 2.743 7.504 1.562
H: 5.025 6.923 -1.915
H: 6.016 5.851 -0.919
H: 4.285 5.949 -0.636
H: 6.383 8.133 -0.182
H: 5.564 7.232 1.083
H: 4.059 10.682 0.508
H: 5.735 10.268 0.255
H: 4.101 9.774 2.794
H: 5.527 10.775 2.574
H: 5.678 9.023 2.525
H: 2.769 7.611 -0.580
H: 2.402 9.125 0.180
H: 3.486 6.737 1.783
H: 1.776 7.006 1.474
H: 2.683 8.179 2.415

Properties
**SMILES string**: COCCCCC1=C(/C(Br)=C(/C)Br)C(=O)C(I)=CC1=O.CCN(CC)CC.CCN(CC)CC.CCN(CC)CC
**Total energy**: -192953.2273 eV
**Total charge**: 0
**Gap between HOMO and LUMO**: 6.4263 eV
**HOMO energy**: -8.0 eV

Here is C6H13ClS4 as an isolated structure in a non-equilibrium geometry from OMol25. Energies are from ωB97M-V with the def2-TZVPD basis set.

Cartesian coordinates (Å):
C: -3.119 1.823 0.198
C: -2.126 0.755 0.488
C: -1.438 0.280 -0.780
C: -0.424 -0.921 -0.491
C: 0.999 -0.391 -0.199
C: 1.840 -1.434 0.562
S: 1.753 -0.215 -1.971
S: 1.104 1.240 0.635
S: 4.141 -0.217 1.253
S: 2.507 -2.806 -0.289
Cl: 1.103 -2.004 1.986
H: -2.937 2.096 -0.750
H: -2.980 2.667 0.858
H: -4.142 1.466 0.243
H: -1.439 1.030 1.236
H: -2.678 -0.136 0.810
H: -2.257 -0.056 -1.602
H: -0.854 1.058 -1.369
H: -0.872 -1.532 0.398
H: -0.326 -1.411 -1.480
H: 2.826 0.323 -1.611
H: 2.426 1.117 0.775
H: 4.259 -0.514 2.585
H: 2.632 -2.214 -1.487

Properties
**Total energy**: -62292.7195 eV
**Total charge**: 0
**Gap between HOMO and LUMO (spin up / spin down)**: 7.1394 / 6.9766 eV
**ΔE to the lowest compared entry with this formula, charge and spin**: 158.4 kJ/mol
**HOMO energy (spin up / spin down)**: -8.6 / -8.6 eV

Here is C60H79N3P2SbSiZr as an isolated structure from OMol25. Energies are from ωB97M-V with the def2-TZVPD basis set.

Cartesian coordinates (Å):
Zr: 0.821 -0.421 0.076
C: -0.342 2.617 -3.176
C: 0.325 3.768 -2.804
C: 0.985 3.786 -1.584
C: 0.972 2.655 -0.790
N: 0.320 1.524 -1.144
C: -0.335 1.534 -2.318
C: 1.737 2.584 0.466
C: 2.215 3.696 1.136
C: 2.955 3.513 2.290
C: 3.262 2.227 2.706
C: 2.785 1.158 1.972
N: 1.983 1.336 0.901
C: 3.126 -0.242 2.268
C: 4.109 -0.620 3.160
C: 4.410 -1.969 3.299
C: 3.716 -2.894 2.542
C: 2.722 -2.440 1.694
N: 2.431 -1.146 1.551
H: -0.886 2.548 -4.107
H: 0.332 4.641 -3.443
H: 1.523 4.668 -1.269
H: -0.916 0.660 -2.562
H: 1.985 4.691 0.785
H: 3.303 4.368 2.856
H: 3.858 2.067 3.591
H: 4.656 0.120 3.725
H: 5.183 -2.286 3.987
H: 3.912 -3.954 2.615
H: 2.122 -3.136 1.124
C: 2.124 -1.455 -4.076
C: 0.609 -1.513 -3.896
P: -0.174 -1.931 -2.274
C: -0.227 -3.747 -2.230
C: -1.331 -4.374 -1.652
C: -1.435 -5.754 -1.662
C: -0.443 -6.524 -2.256
C: 0.648 -5.908 -2.851
C: 0.756 -4.525 -2.840
C: -1.913 -1.525 -2.601
C: -2.635 -0.707 -1.744
C: -3.993 -0.494 -1.934
C: -4.633 -1.086 -3.011
C: -3.916 -1.891 -3.893
C: -2.568 -2.122 -3.685
C: 2.844 -0.423 -3.211
P: 3.113 -0.973 -1.480
C: 4.379 0.171 -0.857
C: 5.344 -0.269 0.046
C: 6.285 0.618 0.552
C: 6.268 1.949 0.163
C: 5.312 2.394 -0.743
C: 4.373 1.511 -1.252
C: 3.963 -2.559 -1.631
C: 5.230 -2.573 -2.227
C: 5.908 -3.768 -2.392
C: 5.333 -4.959 -1.961
C: 4.074 -4.956 -1.381
C: 3.390 -3.758 -1.220
H: 2.303 -1.195 -5.121
H: 2.584 -2.433 -3.939
H: 0.187 -2.242 -4.592
H: 0.179 -0.547 -4.173
H: -2.127 -3.785 -1.213
H: -2.300 -6.230 -1.220
H: -0.533 -7.602 -2.275
H: 1.408 -6.501 -3.343
H: 1.602 -4.070 -3.334
H: -2.153 -0.211 -0.908
H: -4.542 0.122 -1.234
H: -5.692 -0.929 -3.166
H: -4.417 -2.353 -4.732
H: -2.039 -2.793 -4.351
H: 2.298 0.524 -3.206
H: 3.837 -0.218 -3.618
H: 5.381 -1.312 0.340
H: 7.047 0.262 1.234
H: 7.015 2.635 0.541
H: 5.319 3.425 -1.074
H: 3.653 1.872 -1.977
H: 5.695 -1.650 -2.554
H: 6.885 -3.772 -2.856
H: 5.869 -5.891 -2.085
H: 3.616 -5.884 -1.063
H: 2.387 -3.782 -0.813
C: -2.601 -1.394 1.369
Si: -0.873 -1.496 2.129
C: -0.883 -0.137 3.495
C: 0.293 -0.214 4.472
C: -0.884 1.226 2.792
C: -2.182 -0.190 4.318
C: -0.677 -3.303 2.766
C: 0.599 -3.643 3.563
C: -0.759 -4.244 1.559
C: -1.874 -3.624 3.686
H: -3.317 -1.653 2.151
H: -2.754 -2.082 0.539
H: -2.856 -0.387 1.033
H: 1.266 -0.258 3.977
H: 0.219 -1.082 5.127
H: 0.292 0.672 5.115
H: -0.012 1.387 2.144
H: -0.859 2.038 3.528
H: -1.773 1.374 2.173
H: -2.284 -1.108 4.892
H: -3.072 -0.069 3.701
H: -2.174 0.638 5.035
H: 1.359 -4.098 2.929
H: 0.363 -4.395 4.319
H: 1.049 -2.799 4.086
H: -0.030 -4.000 0.774
H: -1.747 -4.229 1.099
H: -0.564 -5.276 1.868
H: -1.782 -3.141 4.657
H: -1.884 -4.702 3.869
H: -2.842 -3.363 3.260
C: -4.997 2.102 1.951
C: -5.065 2.898 0.648
C: -5.907 4.157 0.829
Sb: -3.060 3.272 -0.064
C: -3.543 4.150 -2.010
C: -4.798 3.488 -2.577
C: -3.631 5.667 -2.124
C: -2.568 4.863 1.332
C: -1.061 4.854 1.590
C: -3.047 6.286 1.065
H: -6.000 1.931 2.352
H: -4.437 2.637 2.723
H: -4.527 1.124 1.814
H: -5.517 2.269 -0.123
H: -5.563 4.733 1.691
H: -6.950 3.892 1.019
H: -5.888 4.816 -0.040
H: -2.696 3.822 -2.624
H: -5.698 3.833 -2.068
H: -4.772 2.398 -2.507
H: -4.911 3.742 -3.635
H: -4.444 6.076 -1.524
H: -3.826 5.948 -3.162
H: -2.711 6.165 -1.816
H: -3.075 4.501 2.233
H: -0.527 5.249 0.716
H: -0.681 3.849 1.794
H: -0.800 5.492 2.440
H: -2.497 6.746 0.244
H: -2.872 6.903 1.951
H: -4.108 6.342 0.832

Properties
**Total energy**: -102225.5821 eV
**Total charge**: +3
**Gap between HOMO and LUMO**: 4.8213 eV
**HOMO energy**: -13.9 eV

Here is a 2-piece molecular cluster, C3H6OS overall in a non-equilibrium geometry from OMol25. Energies are from ωB97M-V with the def2-TZVPD basis set.

Cartesian coordinates (Å):
C: -1.438 -0.913 -0.324
C: 1.372 0.913 -0.198
C: 1.197 -0.360 0.517
O: -3.822 -0.122 0.016
S: -2.405 0.241 0.248
H: -1.690 -1.871 -0.743
H: 2.387 1.296 -0.029
H: 1.256 0.784 -1.272
H: 0.678 1.671 0.158
H: 0.916 -0.368 1.551
H: 1.550 -1.272 0.076

Properties
**Total energy**: -16085.6255 eV
**Total charge**: 0
**Gap between HOMO and LUMO (spin up / spin down)**: 9.3252 / 7.3554 eV
**ΔE to the lowest compared entry with this formula, charge and spin**: 517.7 kJ/mol
**HOMO energy (spin up / spin down)**: -9.5 / -8.7 eV

Here is one molecule with the formula C4H8N2S from OMol25. Energies are from ωB97M-V with the def2-TZVPD basis set.

Cartesian coordinates (Å):
H: -0.346 -0.725 -3.393
N: 0.036 -1.332 -2.657
C: -0.241 -0.863 -1.501
N: 0.222 -1.551 -0.395
C: 0.046 -1.273 0.954
C: -0.496 -0.225 1.604
S: -1.183 1.250 0.930
C: 0.316 2.196 0.575
H: -0.816 0.023 -1.254
H: 0.701 -2.393 -0.638
H: 0.453 -2.085 1.581
H: -0.504 -0.277 2.677
H: 0.895 2.334 1.474
H: 0.001 3.197 0.218
H: 0.916 1.722 -0.175

Properties
**SMILES string**: [H]/N=C/N/C=C\SC
**Total energy**: -18092.3259 eV
**Total charge**: 0
**Gap between HOMO and LUMO**: 9.2326 eV
**ΔE to the lowest compared entry with this formula, charge and spin**: 136.7 kJ/mol
**HOMO energy**: -8.4 eV

Here is C15H11F5MoN3O3S as an isolated structure in a non-equilibrium geometry from OMol25. Energies are from ωB97M-V with the def2-TZVPD basis set.

Cartesian coordinates (Å):
Mo: 0.168 -0.528 -0.247
N: 0.661 1.597 0.440
C: -0.491 2.275 1.075
C: -1.396 1.241 1.683
O: -2.247 1.428 2.487
N: -1.177 -0.073 1.125
C: -2.177 -0.987 1.640
C: -1.994 -2.411 1.260
O: -2.253 -3.496 1.328
O: -0.468 -2.068 -0.081
H: 1.448 1.603 1.091
H: 0.980 2.137 -0.368
H: -1.061 2.814 0.315
H: -0.178 2.986 1.839
H: -3.188 -0.743 1.278
H: -2.214 -0.993 2.740
F: -2.607 -0.838 -1.550
C: -1.824 -0.201 -2.421
C: -0.508 0.104 -2.019
C: 0.302 0.801 -2.940
F: 1.540 1.133 -2.556
C: -0.149 1.158 -4.186
F: 0.614 1.810 -5.026
C: -1.465 0.819 -4.549
F: -1.905 1.150 -5.715
C: -2.313 0.136 -3.661
F: -3.536 -0.156 -4.017
S: 2.486 -0.622 0.004
C: 3.074 -2.218 -0.520
N: 3.706 -2.945 0.439
C: 4.319 -4.111 0.192
C: 4.313 -4.633 -1.089
C: 3.682 -3.917 -2.091
C: 3.064 -2.694 -1.809
H: 3.751 -2.575 1.385
H: 4.803 -4.585 1.037
H: 4.811 -5.572 -1.284
H: 3.678 -4.290 -3.107
H: 2.618 -2.109 -2.601

Properties
**Total energy**: -52594.1338 eV
**Total charge**: +3
**Gap between HOMO and LUMO**: 6.3725 eV
**ΔE to the lowest compared entry with this formula, charge and spin**: 0.0 kJ/mol
**HOMO energy**: -18.9 eV

Here is C13H25Br3ClO16 as an isolated structure in a non-equilibrium geometry from OMol25. Energies are from ωB97M-V with the def2-TZVPD basis set.

Cartesian coordinates (Å):
Cl: 0.906 -0.802 -0.065
O: 1.335 -2.155 0.169
O: -0.511 -0.685 0.177
O: 1.619 0.199 0.695
O: 1.081 -0.528 -1.460
C: -2.394 -0.797 1.560
Br: -2.150 0.144 3.186
Br: -4.248 -0.478 0.910
Br: -1.893 -2.717 1.669
H: -1.866 -0.316 0.736
C: 3.249 -1.266 2.024
O: 4.335 -1.526 1.142
C: 5.179 -2.526 1.456
O: 5.212 -3.135 2.555
O: 5.898 -2.819 0.348
C: 6.732 -3.971 0.280
H: 2.871 -2.174 2.494
H: 2.392 -0.734 1.608
H: 3.682 -0.726 2.866
H: 7.768 -3.847 -0.037
H: 6.348 -4.702 -0.431
H: 6.835 -4.580 1.178
C: -0.853 4.045 -3.330
O: -0.063 2.866 -3.415
C: -0.267 1.756 -2.672
O: 0.245 0.666 -2.883
O: -1.237 2.004 -1.704
C: -1.628 1.035 -0.769
H: -0.907 4.332 -4.380
H: -0.285 4.758 -2.731
H: -1.888 3.954 -3.001
H: -1.806 0.124 -1.340
H: -2.448 1.306 -0.104
H: -0.796 0.839 -0.093
C: 0.639 1.722 1.788
O: -0.106 2.923 1.718
C: -1.435 2.917 1.626
O: -2.100 1.894 1.647
O: -1.795 4.159 1.680
C: -2.956 4.585 1.085
H: 1.609 1.797 2.278
H: 0.865 1.309 0.805
H: 0.179 0.917 2.360
H: -3.377 4.173 0.168
H: -2.824 5.641 0.847
H: -3.723 4.442 1.847
C: -3.846 -0.796 -1.304
O: -2.830 -1.129 -2.172
C: -1.715 -1.761 -1.923
O: -0.847 -1.713 -2.756
O: -1.727 -2.398 -0.765
C: -0.732 -3.351 -0.555
H: -4.068 -1.628 -0.636
H: -4.687 -0.643 -1.980
H: -3.701 0.203 -0.893
H: 0.207 -2.836 -0.762
H: -0.826 -4.225 -1.199
H: -0.647 -3.748 0.456

Properties
**Total energy**: -269274.8556 eV
**Total charge**: -1
**Gap between HOMO and LUMO**: 7.9471 eV
**HOMO energy**: -5.6 eV

Here is C40H34N6O2PS3Zr as an isolated structure from OMol25. Energies are from ωB97M-V with the def2-TZVPD basis set.

Cartesian coordinates (Å):
Zr: -1.341 0.309 0.024
C: -0.955 5.874 -0.024
S: -0.247 5.083 1.426
C: -0.420 3.383 1.082
S: -1.125 2.839 -0.395
N: 0.075 2.638 2.032
N: -0.192 1.313 1.865
C: 0.152 0.559 2.840
C: -0.295 -0.826 2.826
C: -0.125 -1.639 3.938
C: -0.738 -2.879 3.969
C: -1.523 -3.264 2.893
C: -1.614 -2.413 1.807
N: -0.984 -1.238 1.745
H: -0.850 6.943 0.159
H: -2.009 5.629 -0.132
H: -0.412 5.605 -0.927
H: 0.670 0.963 3.704
H: 0.451 -1.276 4.778
H: -0.630 -3.522 4.833
H: -2.064 -4.200 2.889
H: -2.231 -2.670 0.957
S: -1.161 0.672 -2.591
C: -1.031 -1.066 -2.620
C: -0.926 -1.820 -3.795
C: -0.808 -3.186 -3.706
C: -0.778 -3.787 -2.448
C: -0.884 -2.981 -1.339
N: -1.024 -1.649 -1.410
H: -0.939 -1.309 -4.748
H: -0.729 -3.788 -4.602
H: -0.669 -4.856 -2.333
H: -0.828 -3.413 -0.349
O: -2.739 0.807 1.444
C: -3.544 0.079 2.199
C: -3.533 0.211 3.592
C: -4.340 -0.589 4.378
C: -5.185 -1.536 3.801
C: -5.222 -1.659 2.426
C: -4.414 -0.858 1.616
C: -4.468 -0.924 0.160
N: -3.519 -0.557 -0.700
C: -4.049 -0.760 -1.963
C: -5.309 -1.243 -1.861
N: -5.558 -1.348 -0.513
H: -2.882 0.960 4.028
H: -4.316 -0.477 5.455
H: -5.809 -2.164 4.421
H: -5.868 -2.404 1.975
H: -3.502 -0.507 -2.852
H: -6.039 -1.498 -2.607
H: -6.433 -1.598 -0.086
O: 0.838 -0.006 -0.187
P: 2.158 0.505 -0.744
C: 2.171 2.206 -1.295
C: 2.440 3.218 -0.376
C: 2.423 4.543 -0.784
C: 2.133 4.857 -2.105
C: 1.844 3.851 -3.019
C: 1.862 2.527 -2.618
C: 3.400 0.343 0.548
C: 3.144 -0.506 1.620
C: 4.112 -0.706 2.593
C: 5.337 -0.063 2.496
C: 5.600 0.776 1.420
C: 4.637 0.977 0.446
C: 2.725 -0.526 -2.100
C: 2.294 -1.848 -2.152
C: 2.800 -2.707 -3.116
C: 3.742 -2.252 -4.026
C: 4.189 -0.938 -3.966
C: 3.687 -0.076 -3.004
H: 2.660 2.980 0.658
H: 2.632 5.327 -0.069
H: 2.130 5.891 -2.424
H: 1.602 4.098 -4.044
H: 1.623 1.746 -3.327
H: 2.190 -1.013 1.682
H: 3.912 -1.368 3.426
H: 6.091 -0.217 3.256
H: 6.557 1.275 1.343
H: 4.847 1.637 -0.387
H: 1.566 -2.202 -1.436
H: 2.457 -3.733 -3.153
H: 4.135 -2.921 -4.780
H: 4.929 -0.583 -4.670
H: 4.045 0.944 -2.967

Properties
**Total energy**: -98145.5541 eV
**Total charge**: +1
**Gap between HOMO and LUMO**: 7.0679 eV
**ΔE to the lowest compared entry with this formula, charge and spin**: 14.7 kJ/mol
**HOMO energy**: -10.2 eV